{
  "formula": "C67H146N19O26P5",
  "method": "ωB97M-V/def2-TZVPD",
  "species": ["C", "H", "C", "H", "H", "H", "O", "H", "H", "H", "O", "C", "C", "N", "H", "H", "C", "C", "O", "H", "H", "C", "H", "H", "H", "N", "C", "H", "H", "N", "H", "C", "H", "H", "C", "H", "H", "H", "H", "C", "H", "H", "H", "O", "H", "C", "C", "H", "P", "H", "H", "H", "H", "C", "H", "H", "H", "N", "O", "H", "O", "H", "H", "C", "N", "P", "N", "N", "N", "H", "H", "C", "H", "H", "H", "H", "P", "C", "N", "H", "C", "C", "C", "H", "H", "C", "C", "H", "H", "H", "H", "H", "H", "C", "H", "C", "C", "H", "H", "H", "C", "H", "H", "H", "H", "H", "H", "H", "C", "H", "C", "H", "O", "C", "C", "H", "O", "P", "H", "H", "H", "H", "N", "N", "N", "H", "C", "H", "C", "O", "O", "O", "H", "H", "H", "C", "H", "H", "H", "C", "H", "H", "C", "C", "H", "H", "C", "H", "H", "H", "C", "C", "C", "H", "H", "O", "C", "O", "C", "C", "C", "O", "C", "H", "H", "H", "H", "C", "O", "N", "H", "H", "N", "H", "H", "H", "H", "H", "H", "C", "H", "O", "C", "C", "H", "O", "H", "H", "H", "H", "H", "C", "C", "C", "H", "H", "H", "H", "H", "H", "O", "C", "C", "H", "H", "N", "H", "H", "C", "H", "H", "H", "H", "H", "C", "O", "N", "N", "H", "O", "C", "H", "H", "H", "C", "O", "H", "H", "H", "H", "N", "C", "C", "C", "C", "H", "P", "O", "O", "H", "H", "H", "C", "H", "H", "O", "O", "H", "C", "O", "H", "H", "H", "H", "C", "H", "H", "H", "C", "C", "N", "H", "H"],
  "coordinates": [[-4.065, -8.111, -2.164], [7.152, -6.073, 1.618], [-3.474, 0.965, -7.464], [2.067, -4.855, 7.870], [3.447, -3.974, 1.954], [-6.588, -2.250, -0.360], [-2.267, 3.558, 0.275], [-1.534, -1.726, 4.765], [-9.161, -3.105, 2.441], [2.579, 7.423, 2.472], [-4.778, -3.159, 3.295], [1.235, -4.217, 7.570], [-4.143, 2.933, -1.108], [6.017, -6.718, 3.160], [3.048, -4.849, 5.273], [-4.422, 1.944, -1.471], [-2.402, -5.446, 2.659], [-5.517, -2.080, -0.475], [-0.214, -5.318, 0.235], [2.401, -3.786, 3.369], [-3.386, -4.734, 0.777], [-3.447, 3.359, 1.075], [1.520, -2.874, 10.513], [6.399, -6.660, 5.286], [-2.422, 1.247, -7.410], [3.734, 2.544, -0.192], [5.781, 2.392, -4.670], [5.616, 8.495, -3.470], [-3.834, 0.252, -4.284], [0.348, 2.354, 0.340], [-7.193, 4.758, -7.052], [-0.240, -1.622, -0.759], [1.773, -4.491, 10.081], [0.926, 1.139, 6.765], [0.770, -5.556, -0.487], [4.280, 10.980, -1.006], [4.168, 0.004, -5.901], [-2.078, 6.531, -0.689], [-3.067, -3.012, -0.192], [5.036, 0.359, -5.346], [0.840, 9.953, -1.825], [4.401, -9.408, 0.839], [4.916, -0.232, -3.283], [5.510, 1.636, -3.610], [-3.753, 3.790, -8.141], [-1.648, 8.374, -0.166], [4.553, 8.288, -3.346], [0.160, -1.604, 5.019], [-4.547, 2.723, -5.542], [-6.386, 1.321, -7.156], [2.885, -2.469, 6.661], [0.126, -3.911, 10.248], [2.684, 1.009, 6.707], [3.854, 10.388, -0.196], [-1.668, -4.717, 2.316], [-1.286, 3.443, -5.329], [1.954, -7.345, 1.179], [-4.011, 1.198, -6.134], [1.065, -3.800, -3.911], [-4.452, 3.859, -1.593], [1.829, -4.755, -0.627], [-5.020, -2.713, -1.209], [-1.123, 5.051, 3.427], [-1.200, -6.692, -3.996], [2.945, 7.263, 0.368], [4.463, -6.524, 2.256], [-5.133, -8.375, -1.700], [-4.862, -2.461, 0.688], [-5.838, 3.235, -6.666], [-6.844, 0.215, 4.187], [-3.541, -0.058, -7.833], [7.343, -6.555, 2.576], [-1.591, 6.608, -3.195], [1.604, 3.128, -1.759], [-0.750, -1.866, 0.172], [-0.176, -2.482, -1.426], [-5.618, -2.429, 2.255], [-1.450, 7.268, -1.191], [3.666, -8.013, 2.265], [-1.328, 8.310, -3.108], [-1.040, -1.420, -5.122], [1.132, -1.077, -0.525], [4.399, -9.237, 1.915], [-8.062, -3.437, 3.752], [3.661, 11.133, 0.576], [0.555, -2.767, -4.301], [-3.513, -5.462, 1.578], [-2.120, 3.830, -1.670], [-0.942, -7.588, -4.560], [5.478, -0.306, -0.914], [1.117, -0.525, 1.545], [3.508, 5.328, 1.315], [-1.327, 7.856, 0.738], [-5.916, -0.322, 3.991], [-1.536, 4.371, 6.172], [-2.549, 3.073, -1.014], [2.801, -1.456, 6.269], [-1.615, -1.720, -5.999], [1.684, 8.608, 1.467], [8.044, 1.013, -0.260], [6.958, 1.007, -0.160], [-7.649, 2.258, -6.133], [-8.225, -1.857, 3.306], [4.465, -5.847, 5.266], [3.552, 0.709, -3.854], [-0.542, 6.667, -1.146], [4.095, 9.275, -3.413], [2.542, 0.134, 0.682], [3.510, -5.695, 4.764], [6.378, 6.912, -1.902], [-8.183, -2.844, 2.845], [-6.711, 4.686, -5.479], [-0.745, -2.528, -4.283], [1.788, 0.637, 7.205], [-1.620, 4.050, 5.134], [-2.729, -5.296, 3.688], [1.223, -1.661, -4.801], [0.399, -1.540, 8.007], [-8.315, -4.460, 0.686], [3.079, -6.673, 4.979], [-0.842, -5.917, -4.674], [-7.202, -0.269, 0.985], [-4.057, 9.441, 0.074], [4.400, 7.735, -1.927], [3.678, -5.504, 3.344], [-5.809, -1.202, 4.625], [-1.783, -2.926, 7.170], [1.889, -1.838, -0.335], [2.145, -6.657, -1.850], [-4.499, 3.081, 0.270], [5.432, 1.660, -5.793], [-2.061, -8.601, 1.260], [2.180, -7.049, -2.867], [5.090, -7.761, 4.621], [8.056, -6.019, 3.203], [-3.007, 4.162, -7.439], [-2.336, -2.635, 8.063], [0.861, 10.391, -0.219], [2.642, -4.719, -2.637], [-6.482, 0.220, 1.642], [-3.033, -1.382, 0.452], [-2.355, 3.960, -4.060], [-2.653, -6.517, -3.582], [-2.504, -7.508, 1.652], [-5.487, 5.361, -6.659], [4.205, 5.648, -0.218], [6.564, -0.261, -0.835], [5.410, -9.193, 2.321], [-7.491, -5.187, 2.040], [2.354, -1.630, 5.290], [2.853, 4.138, -3.066], [-2.710, -7.715, -2.626], [-2.115, 4.116, -5.111], [0.348, -1.220, -6.642], [1.640, -7.611, 2.853], [4.735, -5.956, 0.860], [-0.536, 2.386, 4.037], [6.317, 3.507, -4.731], [-4.196, 0.067, -5.296], [-3.428, -2.383, 0.622], [1.723, 3.684, -4.857], [-1.413, 2.720, 5.055], [2.095, 7.599, 1.511], [-1.337, -0.507, -4.606], [7.018, 0.797, 0.908], [6.773, -8.129, 4.436], [-5.268, -0.111, -5.217], [3.386, -4.111, 3.034], [-4.833, 2.844, -4.055], [0.888, -3.131, 8.541], [3.216, 5.032, -2.559], [-2.644, 4.197, 4.789], [-0.888, -1.768, 6.896], [6.999, -1.142, -0.364], [1.778, 11.333, -1.440], [-1.967, 3.944, -7.684], [3.961, -10.110, 2.398], [-6.958, 1.115, 2.044], [-5.113, 0.390, 4.182], [1.468, -0.046, 0.631], [2.425, 5.370, -0.124], [-3.366, -6.717, 0.966], [-0.797, -1.358, 5.478], [4.635, 0.606, -3.921], [-2.787, -5.642, -2.946], [1.043, 3.110, -3.757], [3.641, -0.811, 6.009], [6.551, 2.452, -1.604], [1.888, 0.964, 8.239], [4.160, -3.596, 3.603], [6.145, 8.538, -1.201], [6.346, 2.362, -0.537], [-3.007, 9.008, 0.017], [1.113, -3.651, 9.865], [4.130, 7.555, -4.033], [-1.965, 2.157, -1.101], [-0.808, 9.066, -0.226], [3.570, -5.126, -1.106], [-3.547, -0.750, -5.613], [0.524, 0.059, -5.431], [1.392, 3.457, -5.978], [-6.276, 4.631, -6.477], [1.444, 3.804, -2.599], [-1.740, 5.132, -5.233], [0.732, 4.553, -2.251], [1.741, -0.803, 7.180], [6.921, 3.172, -0.089], [-2.580, -3.082, 6.443], [2.661, -5.261, -1.692], [1.265, -3.790, 6.567], [-3.342, -6.542, -4.427], [-5.292, -1.028, -0.651], [1.896, -9.050, 1.920], [5.780, -0.414, -5.537], [4.898, 2.531, -0.346], [0.904, -6.511, -1.230], [2.765, 9.643, -0.896], [-5.970, -0.709, 2.598], [-0.856, -0.292, 5.255], [0.020, -0.773, 9.211], [-6.900, 2.254, -6.925], [2.841, -7.342, -1.366], [7.781, -7.541, 2.422], [-0.754, -0.855, -1.337], [5.706, 7.548, -1.324], [-1.971, -6.819, 2.654], [0.454, -4.977, 7.532], [-2.955, -2.772, 1.523], [-2.456, -8.627, -3.165], [-5.622, 0.511, 1.038], [-3.271, 3.821, -6.038], [3.296, 5.810, 0.361], [-1.873, 7.496, -2.630], [-0.533, 4.591, 4.219], [0.853, 1.284, 0.505], [-6.577, -4.714, 0.565], [2.901, 7.973, -1.223], [0.086, 3.469, 3.696], [-3.507, 3.361, 2.244], [1.214, 6.957, 1.516], [3.614, 3.374, -2.906], [5.658, 7.041, -0.360], [0.316, -1.001, -5.574], [-7.515, 2.596, -7.758], [7.026, -0.129, -1.813], [1.763, 7.449, -2.073], [-0.318, 1.240, 3.542], [1.413, -0.429, -1.354], [6.066, -7.300, 4.468], [2.646, 4.409, -4.420], [-1.264, -3.799, 7.567], [-3.892, 1.619, -8.230], [-2.938, 7.709, -2.722], [-3.120, 5.245, -7.402], [1.533, 10.335, -1.075], [-0.601, -6.816, -3.094], [-4.460, -5.264, 2.081], [-2.192, -7.535, -1.684], [-7.382, -4.445, 1.249], [2.202, -8.007, 2.008], [-7.148, -3.148, 1.941], [4.738, 9.846, 0.142], [0.119, 5.403, 4.540]],
  "atomic_forces_ev_per_a": [[-4.495, -0.322, 2.222], [0.653, 0.107, -0.053], [0.777, 1.143, 0.003], [0.738, 0.818, -0.155], [0.233, 0.340, 0.115], [0.070, 0.014, -0.473], [-2.781, 0.013, 2.576], [-0.436, -0.730, 0.774], [-0.030, 0.215, -0.169], [0.396, 0.197, -0.133], [-1.326, 1.782, -1.555], [-1.498, 0.734, 0.059], [2.859, 1.144, 0.801], [-1.216, 0.608, -1.159], [-0.462, -0.292, -0.406], [-0.429, 0.596, -0.243], [-0.816, -0.219, -0.481], [-0.155, 0.274, -0.873], [2.268, -0.513, -1.415], [-0.112, -0.254, 0.091], [0.115, -0.111, 0.399], [1.284, -0.481, -3.117], [-0.257, 0.242, 0.117], [-0.244, 0.342, -0.026], [0.380, -0.211, -0.408], [2.989, 0.104, -0.495], [1.542, 2.315, -2.581], [-0.055, -0.476, -0.324], [-0.128, 0.277, 0.227], [2.280, -4.569, 0.608], [0.422, 0.354, -0.792], [-0.100, 0.507, -0.110], [0.168, -0.184, -1.251], [-0.145, -0.039, -0.139], [-2.597, 5.795, 4.503], [0.262, 0.514, -0.041], [-0.034, 0.403, -0.312], [-0.802, -0.645, -0.799], [0.045, -0.006, -0.298], [-1.170, -0.741, -1.211], [0.663, -0.669, -0.380], [0.226, -0.033, -0.096], [-0.149, -0.001, 0.033], [0.023, 2.258, 2.126], [0.260, -0.252, 0.207], [1.450, 0.331, 0.803], [-0.356, -0.310, 1.734], [0.250, -0.378, 0.069], [0.990, 2.049, -1.348], [-0.639, -0.230, 0.222], [1.277, 0.306, 0.137], [0.039, -0.263, 0.577], [-0.034, -0.190, -0.223], [0.647, 0.443, -1.896], [0.688, -0.540, 0.452], [0.172, -0.036, -0.143], [-0.147, -0.534, -0.377], [-1.039, 1.566, 0.366], [-0.714, 2.204, -0.655], [-0.736, -0.809, -0.586], [-0.797, 1.538, 0.083], [-0.686, 0.210, -0.965], [0.364, 0.127, -0.562], [0.856, 0.776, -1.004], [1.822, -0.112, -0.529], [2.692, 0.668, 0.207], [4.304, 0.974, -2.115], [-0.129, -0.928, 4.637], [2.186, -0.653, 0.971], [-0.211, -0.107, 0.553], [-0.322, -0.081, 0.440], [-1.198, -0.390, -0.849], [-0.349, -0.060, -0.143], [-0.569, -0.301, -0.035], [-0.147, -0.120, -0.204], [-0.045, -0.232, 0.293], [0.216, 0.513, -0.814], [-1.887, -1.253, 0.187], [0.331, 0.790, 0.796], [0.104, 0.162, 0.164], [0.408, 1.056, 0.212], [2.032, 1.865, 0.551], [-0.171, 0.339, 0.274], [-0.216, -0.631, 0.285], [-1.078, -0.466, 0.210], [1.862, -1.483, 0.823], [0.134, 0.867, 0.823], [-0.322, -0.226, -0.488], [-0.799, -0.428, -0.064], [-0.026, -0.501, -0.098], [0.170, 0.416, 0.431], [-0.421, 0.543, 0.320], [-0.678, 0.169, 0.615], [-0.267, 0.491, -0.199], [0.025, 0.041, 0.055], [-0.089, -0.064, -0.465], [-3.371, -0.283, 0.386], [-0.475, 0.016, 0.601], [0.424, 0.181, -0.074], [0.232, 0.919, -0.714], [1.495, -0.324, 2.483], [0.201, -0.753, 0.576], [0.273, 0.467, -0.878], [0.268, 0.674, 0.017], [0.065, 1.155, 0.413], [0.804, 1.218, 0.219], [-0.476, -0.148, -0.156], [0.021, -0.255, -0.020], [1.260, -1.657, 0.657], [-0.227, 0.112, -0.512], [-1.157, -0.324, 2.022], [0.478, 0.621, 0.533], [-1.133, -0.240, -0.019], [0.148, 0.720, 0.684], [-0.263, 1.708, 0.978], [-0.176, 0.582, -0.341], [0.892, -2.843, 1.124], [1.130, -1.060, 0.222], [-0.072, 0.461, -0.011], [-0.930, 0.199, 0.070], [0.249, 0.454, 0.491], [-0.186, 0.052, -0.115], [-1.165, 0.559, 0.217], [-0.133, -0.050, -1.052], [-1.600, -0.193, -1.247], [0.002, 0.200, 0.070], [-0.346, 1.256, 1.902], [-0.111, -0.251, -0.441], [2.436, -0.113, -0.186], [0.063, -0.289, 0.571], [0.314, 0.449, 0.747], [-1.990, 2.823, 1.322], [-1.169, 0.457, -0.149], [0.095, 0.041, 0.735], [-0.331, 0.434, 0.123], [-0.217, 1.108, 1.217], [-0.354, 0.103, 0.193], [0.402, 0.299, 0.683], [-0.356, 0.502, 0.502], [0.549, -0.420, -1.223], [-0.163, 0.365, -0.047], [-0.464, 0.055, -0.170], [1.139, -1.182, 0.824], [2.288, -1.519, -2.362], [-0.260, -0.126, -0.011], [-0.250, -0.060, -0.303], [-0.427, 0.557, -1.198], [0.106, 0.238, -0.313], [0.170, -0.454, -0.157], [-0.260, 0.056, -0.378], [-0.054, 2.156, 2.370], [-2.984, -1.025, 0.169], [-0.749, -0.844, -0.723], [0.962, -0.159, -0.153], [0.190, 0.067, 0.210], [-0.716, -0.692, 2.704], [-0.310, -4.542, -0.449], [-1.874, -3.697, 0.837], [-0.102, -0.298, 1.126], [0.502, -0.160, 0.266], [-3.859, -2.764, 0.001], [0.868, -4.824, -0.861], [-0.604, 0.039, -0.837], [-1.399, -0.782, 0.532], [-1.071, 0.539, 0.510], [0.237, -0.338, 0.143], [0.059, -1.068, 0.064], [0.799, -0.392, -0.627], [0.573, -0.940, -2.545], [1.407, -0.922, -2.812], [0.114, 0.189, -0.314], [0.112, 0.707, -0.156], [0.711, -0.927, -0.853], [-0.235, 0.123, 0.065], [-0.203, 0.345, 0.267], [-0.087, -0.304, -0.361], [-0.352, 0.091, 0.021], [0.167, -0.195, 0.439], [0.271, -0.077, 0.106], [-1.274, -0.641, 0.134], [0.262, -0.991, 0.097], [-0.435, -1.719, 0.045], [0.997, 0.661, -0.600], [0.555, -2.590, -0.407], [-0.046, 0.315, -0.477], [-0.831, -0.171, -1.469], [0.247, -0.250, 1.119], [-0.303, 0.277, -0.193], [-0.248, 0.220, 0.080], [-0.082, 1.011, -0.408], [0.547, -0.085, 0.213], [0.621, -0.404, -0.744], [2.829, -1.436, -0.875], [-1.239, 1.790, 1.845], [0.230, 0.370, -0.239], [-0.320, -0.259, -0.375], [-0.630, 0.913, -0.345], [0.913, -0.741, -1.179], [-0.740, -0.239, -0.360], [-0.300, 0.112, -0.248], [0.132, 0.009, -0.282], [-1.046, -1.333, 0.709], [1.716, -1.532, 1.027], [-0.283, 0.141, -0.178], [0.324, 0.528, -0.582], [0.325, -1.236, -0.663], [-0.283, -0.006, 0.302], [0.683, -0.135, -0.445], [1.428, 1.016, 1.064], [0.444, -0.312, -0.094], [-0.116, -0.097, 0.282], [-0.316, 0.267, -0.694], [-0.150, 0.227, -0.552], [0.585, 0.420, 0.351], [-2.395, -0.564, 0.591], [-1.500, -7.569, -3.878], [0.617, -1.916, 1.003], [0.825, -3.964, 1.021], [-0.104, 0.275, 0.879], [0.144, -0.017, -0.513], [0.287, 1.208, 0.065], [-0.572, -0.271, 0.912], [0.241, -0.232, -0.261], [-0.657, -0.007, 0.317], [-0.227, 0.150, 0.896], [0.651, 0.033, 0.469], [-0.583, -0.004, -0.012], [-0.209, 0.153, 0.119], [0.979, 0.063, 0.215], [-0.263, 0.639, -0.383], [-1.111, -1.361, 1.636], [-0.547, 0.811, -0.916], [0.325, 0.047, 0.034], [-2.043, 2.409, -1.009], [-2.366, 4.012, -0.826], [0.098, 0.112, 0.235], [-1.362, 0.003, 1.419], [1.901, 0.390, -1.164], [0.373, 0.548, 1.463], [-0.263, -0.305, -0.051], [-0.384, -0.410, -0.205], [-0.248, 0.362, 0.161], [0.020, 2.253, -2.230], [0.425, -0.082, -0.561], [-0.465, -0.720, -0.519], [1.652, 0.976, 0.895], [-1.112, 4.590, 2.437], [0.303, -0.747, -0.785], [-0.404, -1.343, -0.594], [3.390, 2.314, -0.473], [0.081, -0.302, -0.955], [-0.340, -0.053, 0.123], [-0.016, -0.138, -0.045], [0.270, 0.341, -0.822], [-0.914, 0.951, -0.585], [0.236, 0.657, -0.135], [-0.319, -0.574, -0.390], [0.611, -0.166, -0.316], [0.598, 0.480, 0.887], [0.593, 0.210, 0.679], [1.767, 0.987, -1.850], [-0.603, -0.871, 0.094], [0.444, -0.728, 0.530]],
  "e_lumo_ev": 0.08,
  "energy_ev": -199834.107
}